C14H26Cl8F2N2O4PS | the ωB97M-V functional and the def2-TZVPD basis

LUMO level: -3.31 eV
Calculated total energy: -5579.9405 Ha
E_HOMO: -12.6 eV
Charge: +1
Multiplicity: 1
Kohn-Sham gap: 9.24 eV
Maximum force: 5.7 eV Å⁻¹

```
58
Properties=species:S:1:pos:R:3:forces:R:3
C -1.3894 4.2162 2.5659 0.21 -0.60 -0.09
C -0.6973 2.8434 2.8024 -0.31 0.62 -0.32
C -1.2330 1.8435 1.7637 0.48 1.05 0.16
O -1.3390 0.4797 2.2766 0.00 -0.06 -0.96
N -0.1906 -0.1923 1.9903 0.37 0.11 1.45
C 0.8188 -0.3021 2.9168 0.24 -0.57 -1.21
C 1.7662 -1.0128 2.2509 0.78 1.01 1.44
S 3.2516 -1.3996 3.1293 2.44 -5.16 0.66
O 3.0345 -2.5696 3.9080 -1.61 0.61 0.57
O 4.3893 -1.5654 2.2928 -1.06 -0.30 -0.01
F 3.4979 -0.2633 4.1832 -1.15 -0.09 -0.43
N 1.3759 -1.3243 0.9553 -0.80 1.45 0.44
P 2.4319 -2.2475 -0.2252 1.78 -2.29 -0.19
C 1.6821 -2.1513 -1.8921 -0.20 0.77 0.22
O 3.7781 -1.3216 -0.3600 -1.85 0.51 0.18
C 0.1301 -0.8100 0.8531 -0.42 0.09 -1.18
C -0.8432 -0.8588 -0.2848 -0.32 -0.21 0.22
C -1.3936 -2.2872 -0.5730 -1.18 0.18 -0.21
C -1.6201 -2.5906 -2.0619 0.24 -0.25 0.30
F -0.6205 -3.2581 0.0574 0.34 0.19 -0.30
H -0.8824 4.6964 1.7246 -0.14 0.29 0.24
H -1.3501 4.8278 3.4672 0.13 0.12 -0.24
H -2.4373 4.0915 2.2771 0.06 0.01 0.21
H 0.3715 3.0224 2.6424 -0.03 -0.34 0.20
H -0.8317 2.5048 3.8332 -0.22 -0.15 -0.21
H -0.5698 1.8860 0.8913 -0.15 -0.43 0.04
H -2.2124 2.1655 1.4041 -0.16 -0.53 0.35
H 0.8433 0.0966 3.9188 -0.33 0.06 -0.15
H 2.5201 -2.2557 -2.5913 0.10 -0.04 0.36
H 1.1855 -1.2125 -2.1500 -0.08 -0.22 -0.10
H 1.0477 -3.0270 -2.0192 -0.13 0.24 0.04
H 3.5087 -0.3875 -0.3576 0.79 0.18 -0.25
H -1.7120 -0.2812 0.0467 0.20 0.03 -0.04
H -0.4947 -0.3529 -1.1872 0.34 -0.21 0.18
H -2.3782 -2.3512 -0.0982 0.28 -0.01 0.25
H -1.3643 -1.7315 -2.6864 0.09 -0.23 -0.07
H -2.6544 -2.8777 -2.2649 0.12 0.15 0.18
H -1.0192 -3.4670 -2.3187 0.01 0.24 -0.20
C 5.5749 1.9779 1.3920 -0.50 0.36 0.01
Cl 6.1869 1.4576 -0.1805 -0.03 0.02 0.01
Cl 4.4792 0.7546 2.0893 1.52 3.47 -1.49
H 6.4102 2.1127 2.0700 -0.02 -0.15 0.03
H 5.0408 2.9174 1.2638 0.07 -0.53 0.03
C -3.7543 -3.8341 -4.9217 0.00 0.05 -0.12
Cl -2.2676 -4.7744 -5.0761 0.01 0.05 -0.02
Cl -4.6639 -4.2879 -3.4702 -0.06 0.02 -0.01
H -3.4982 -2.7825 -4.8575 0.02 -0.02 0.07
H -4.3760 -4.0136 -5.7912 -0.01 -0.09 0.05
C 4.4620 6.2096 1.1485 0.02 0.12 -0.04
Cl 5.7735 5.0502 0.9091 0.16 0.62 -0.16
Cl 3.0908 5.4698 1.9934 -0.04 0.02 -0.01
H 4.8313 7.0386 1.7407 0.00 -0.09 0.09
H 4.1265 6.5613 0.1800 -0.03 -0.10 -0.01
C -7.9545 -2.2175 -3.8415 -0.01 -0.06 0.00
Cl -7.8174 -0.6339 -3.0637 0.02 -0.02 0.07
Cl -8.2264 -2.0687 -5.5805 0.02 -0.06 0.00
H -7.0307 -2.7594 -3.6832 0.03 0.04 -0.02
H -8.7874 -2.7528 -3.4006 -0.05 0.09 -0.03
```
Positions in Å, forces in eV/Å.